DFT (ωB97M-V with the def2-TZVPD basis set) results for a 29-piece molecular cluster, H58O29 overall.

```
87
Properties=species:S:1:pos:R:3
O 2.868 -1.987 2.903
H 2.490 -1.292 3.485
H 2.096 -2.517 2.724
O 2.354 -0.570 0.680
H 2.541 -1.393 1.128
H 3.154 -0.038 0.710
O -1.091 -4.283 4.487
H -1.698 -3.556 4.643
H -1.679 -4.915 4.044
O -0.458 -2.725 -0.721
H 0.504 -2.836 -0.790
H -0.560 -1.782 -0.507
O -3.605 -3.309 -0.228
H -3.634 -2.385 -0.123
H -4.142 -3.585 -1.007
O -0.853 1.721 -3.928
H -0.554 1.257 -3.116
H -1.677 1.281 -4.208
O -6.786 -4.084 1.100
H -5.876 -4.407 1.043
H -6.750 -3.402 0.426
O 0.259 2.576 1.795
H 0.305 1.895 2.507
H 0.166 3.376 2.262
O -3.045 1.482 -1.363
H -3.337 0.875 -2.113
H -2.631 2.227 -1.808
O 5.431 3.767 -2.476
H 4.583 3.396 -2.756
H 5.445 4.720 -2.670
O -0.316 -2.917 2.002
H -0.488 -3.259 1.112
H -0.647 -3.477 2.697
O 5.788 0.932 -0.805
H 5.824 1.728 -1.370
H 5.224 0.379 -1.422
O -3.149 -3.151 -2.725
H -2.794 -3.207 -3.597
H -2.421 -3.258 -2.082
O -0.926 -0.340 0.358
H -1.424 0.439 0.110
H -0.921 -0.363 1.332
O -4.426 -1.307 1.413
H -4.639 -2.156 1.767
H -4.967 -0.592 1.740
O 3.258 1.853 -3.279
H 3.517 0.974 -3.645
H 2.361 2.009 -3.524
O 3.993 2.193 2.581
H 4.132 2.375 3.519
H 3.115 2.397 2.439
O -3.081 1.739 1.938
H -2.386 2.440 1.703
H -3.466 1.771 1.085
O -0.771 3.894 -1.850
H -0.777 3.469 -2.731
H 0.178 4.086 -1.645
O 0.755 0.923 -1.913
H 1.371 1.737 -1.737
H 0.597 0.488 -1.048
O 2.429 -1.210 -2.047
H 1.816 -0.513 -2.360
H 2.682 -0.967 -1.144
O 0.786 0.216 3.342
H 0.878 -0.201 2.498
H -0.063 -0.137 3.705
O -1.613 4.423 0.840
H -1.179 3.994 0.069
H -2.244 5.012 0.443
O 5.127 -0.903 -2.821
H 5.345 -1.549 -2.123
H 4.182 -1.101 -2.848
O 4.981 3.819 0.174
H 5.534 3.623 -0.581
H 5.060 3.121 0.851
O -3.427 -0.324 -3.668
H -3.467 -1.105 -3.119
H -4.148 -0.055 -4.210
O -1.740 -0.604 3.133
H -2.032 -1.340 2.591
H -2.352 0.102 2.993
O 1.939 3.395 -0.467
H 1.475 3.119 0.351
H 2.814 3.692 -0.243
O -2.733 -5.148 2.244
H -3.154 -6.028 2.310
H -3.226 -4.638 1.541
```

For the LUMO energy, the calculation gives -0.31 eV. As for the total charge: 0. The value obtained for the HOMO-LUMO gap is 10.05 eV. Its HOMO energy is -10.36 eV. The energy above the lowest of the compared OMol25 structures with the same formula, charge and spin is 2.269 eV.

***

DFT (ωB97M-V with the def2-TZVPD basis set) results for one molecule with the formula C5H9IN2OS2.

```
20
Properties=species:S:1:pos:R:3
C -0.514 1.835 2.062
C -0.870 -0.384 0.751
C -0.730 -0.328 -0.756
C 0.167 -1.265 1.428
C -1.650 0.731 -1.335
N -0.773 0.905 1.433
N 0.615 -0.092 -1.225
O 1.037 2.333 -0.663
S 2.881 0.606 0.855
S 1.744 1.129 -0.931
I 4.330 -1.099 -0.069
H -1.825 -0.757 0.954
H -1.132 -1.284 -0.995
H 1.060 -1.324 0.781
H -0.295 -2.345 1.599
H 0.237 -0.942 2.488
H -2.661 0.721 -1.156
H -1.567 0.651 -2.373
H -1.118 1.760 -1.075
H 1.062 -0.852 -1.773
```

For the LUMO energy, the calculation gives -1.06 eV. As for the total charge: 0. The value obtained for the HOMO-LUMO gap is 8.08 eV. Its HOMO energy is -9.15 eV. The energy above the lowest of the compared OMol25 structures with the same formula, charge and spin is 1.070 eV.

***

DFT (ωB97M-V with the def2-TZVPD basis set) results for a 3-piece molecular cluster, C6H16N2O overall.

```
25
Properties=species:S:1:pos:R:3
C -0.512 0.039 0.089
C 0.392 0.136 -1.154
C 1.250 0.639 1.730
C 0.957 -1.669 1.098
C -1.247 1.350 0.391
C -1.577 -1.039 -0.156
N 0.328 -0.364 1.235
N 1.066 1.292 -1.332
O 0.698 -0.863 -1.822
H -0.612 -0.590 -3.200
H -1.219 -0.163 -3.595
H 0.781 2.149 -0.891
H 1.726 1.336 -2.095
H 1.785 0.214 2.590
H 0.695 1.505 2.112
H 1.991 0.975 0.993
H 1.595 -1.843 1.961
H 1.552 -1.775 0.191
H 0.199 -2.448 1.111
H -0.587 2.181 0.627
H -1.849 1.629 -0.471
H -1.901 1.196 1.246
H -2.322 -0.664 -0.855
H -2.056 -1.294 0.785
H -1.132 -1.929 -0.589
```

For the LUMO energy, the calculation gives 0.82 eV. As for the total charge: 0. The value obtained for the HOMO-LUMO gap is 9.26 eV. Its HOMO energy is -8.43 eV. The energy above the lowest of the compared OMol25 structures with the same formula, charge and spin is 1.698 eV.

***

DFT (ωB97M-V with the def2-TZVPD basis set) results for C25H25BrF4OPS2SiW as an isolated structure.

```
61
Properties=species:S:1:pos:R:3
W 0.075 0.103 -1.306
C -4.580 -0.642 -0.933
C -3.231 0.013 -1.051
S -1.822 -1.072 -1.010
C -3.003 1.316 -1.178
C -4.039 2.397 -1.227
S -1.319 1.864 -1.306
H -4.483 -1.726 -0.895
H -5.214 -0.392 -1.785
H -5.096 -0.320 -0.026
H -5.034 2.001 -1.030
H -4.050 2.879 -2.207
H -3.823 3.172 -0.488
F 6.267 0.696 2.747
C 4.996 0.586 2.416
C 4.017 0.604 3.393
F 4.352 0.730 4.664
C 2.687 0.484 3.027
F 1.779 0.489 3.999
C 2.294 0.355 1.702
P 0.540 0.109 1.265
C 0.113 -1.452 2.069
C -0.399 -1.507 3.362
C -0.663 -2.739 3.941
C -0.408 -3.910 3.241
C 0.108 -3.856 1.953
C 0.362 -2.629 1.365
C -0.393 1.441 2.044
C 0.186 2.676 2.314
C -0.604 3.718 2.775
C -1.966 3.529 2.961
C -2.545 2.296 2.683
C -1.763 1.252 2.218
C 3.305 0.334 0.745
Br 2.918 0.119 -1.096
C 4.634 0.446 1.086
F 5.584 0.421 0.160
H -0.595 -0.597 3.915
H -1.068 -2.783 4.944
H -0.616 -4.868 3.698
H 0.301 -4.768 1.403
H 0.744 -2.592 0.350
H 1.246 2.837 2.161
H -0.154 4.678 2.990
H -2.579 4.343 3.323
H -3.607 2.149 2.828
H -2.218 0.297 1.982
C -0.138 -0.393 -5.740
Si 1.209 -0.753 -4.525
C 2.777 0.165 -4.899
C 1.501 -2.569 -4.291
O 0.664 -0.177 -3.032
H 0.128 -0.748 -6.738
H -0.330 0.680 -5.804
H -1.066 -0.889 -5.444
H 3.186 -0.166 -5.857
H 3.549 -0.008 -4.145
H 2.599 1.240 -4.969
H 1.849 -3.025 -5.221
H 0.580 -3.077 -3.996
H 2.259 -2.761 -3.527
```

For the LUMO energy (spin up / spin down), the calculation gives -4.07 / -4.07 eV. As for the total charge: +1. The value obtained for the HOMO-LUMO gap (spin up / spin down) is 6.82 / 6.80 eV. Its HOMO energy (spin up / spin down) is -10.89 / -10.87 eV. The energy above the lowest of the compared OMol25 structures with the same formula, charge and spin is 0.978 eV.

***

no.,DFT total energy (Eh)
1,-2216.8326
2,-1474.6386
3,-422.9243
4,-5510.5586